Entry 1:
Here is a cluster of 2 separate species, C5H10O in total at a distorted geometry from the Open Molecules 2025 dataset. Energies are from ωB97M-V with the def2-TZVPD basis set.

XYZ file:
```
16
Properties=species:S:1:pos:R:3:forces:R:3
C 3.971 -0.904 -0.630 -0.83 -1.49 -0.20
C 5.287 -1.050 -0.628 -0.96 1.10 1.17
C 6.157 0.077 -0.177 0.55 0.09 0.09
H 3.343 -1.781 -0.808 0.14 0.14 -0.12
H 3.380 -0.037 -0.371 0.49 0.47 -0.14
H 5.707 -2.044 -0.704 0.19 0.04 -0.41
H 6.483 -0.102 0.848 0.66 -0.47 -0.10
H 6.994 0.177 -0.874 0.18 0.24 0.45
H 5.672 1.044 -0.023 -0.41 -0.13 -0.75
C -4.995 1.751 0.435 -1.65 0.87 -0.30
C -5.627 0.603 0.232 2.01 -1.36 0.37
O -4.930 -0.544 0.640 -0.23 0.49 0.24
H -5.415 2.653 0.001 0.01 -0.08 0.06
H -4.211 1.905 1.158 0.36 -0.48 -0.22
H -6.490 0.310 -0.350 -0.22 0.84 -0.15
H -5.533 -1.192 1.002 -0.29 -0.27 0.01
```
Forces are in eV/Å.

As for the SMILES: C=CC.C=CO. For the HOMO-LUMO gap, the calculation gives 10.33 eV. The total charge is 0.

Atomic partial charges in e from the Mulliken method, atoms 1 to 4: -0.735 0.103 -0.957 0.229


Entry 2:
Here is an isolated molecule of C5H10O from the Open Molecules 2025 dataset. Energies are from ωB97M-V with the def2-TZVPD basis set.

XYZ file:
```
16
Properties=species:S:1:pos:R:3:forces:R:3
C -1.713 1.374 0.304 0.02 0.00 -0.05
C -0.446 1.341 -0.094 -0.07 0.05 0.09
C 0.111 0.401 -1.137 0.00 0.04 -0.05
C 0.166 -1.063 -0.667 -0.01 -0.07 -0.02
C 0.733 -1.203 0.739 -0.34 -0.20 -0.06
O 1.911 -0.417 0.842 0.15 0.09 0.27
H -2.049 2.055 1.083 0.06 -0.09 -0.13
H -2.468 0.720 -0.132 0.11 0.09 0.04
H 0.272 2.008 0.385 -0.14 -0.10 -0.07
H 1.124 0.718 -1.396 -0.14 -0.02 0.03
H -0.489 0.457 -2.054 0.06 -0.02 0.13
H 0.769 -1.641 -1.378 -0.07 0.07 0.10
H -0.841 -1.502 -0.669 0.14 0.06 0.00
H -0.021 -0.861 1.460 0.14 -0.02 -0.08
H 0.951 -2.260 0.957 -0.02 0.18 -0.04
H 1.992 -0.124 1.756 0.11 -0.06 -0.16
```
Forces are in eV/Å.

As for the SMILES: C=CCCCO. For the HOMO-LUMO gap, the calculation gives 10.56 eV. The total charge is 0.

Atomic partial charges in e from the Mulliken method, atoms 1 to 4: -0.707 -0.147 -0.604 -0.634